Entry 1:
The following is a quantum chemistry calculation of 2 unconnected molecules or ions with the total composition C3H6BrN2S at a distorted geometry, from OMol25.

Output
frontier orbital gap = 0.310 Ha
LUMO = -0.19280 Ha
ΔE to the lowest compared entry with this formula, charge and spin = 0.00 kJ/mol
calculated total energy = -87059.48039 eV
highest occupied orbital energy = -13.674 eV

ORCA input file:
```
! RIJCOSX wB97M-V def2-TZVPD def2/J DEFGRID3
* xyz 1 1
C -2.33 0.37 -0.37
C -2.27 -1.10 -0.19
C -0.23 0.27 0.31
N -1.28 1.04 -0.10
N 0.92 0.81 0.60
S -0.58 -1.43 0.38
Br 5.17 -0.01 -0.20
H -3.22 0.87 -0.71
H -3.00 -1.45 0.55
H -2.46 -1.64 -1.12
H 6.51 0.19 -0.54
H 1.02 1.82 0.52
H 1.73 0.26 0.86
*
```

---

Entry 2:
The following is a quantum chemistry calculation of a single C3H6BrNS molecule at a distorted geometry, from OMol25.

Output
frontier orbital gap = 0.341 Ha
LUMO = 0.02769 Ha
ΔE to the lowest compared entry with this formula, charge and spin = 17.02 kJ/mol
structure (SMILES) = Br[C@@H]1CCNS1
calculated total energy = -85574.95895 eV
highest occupied orbital energy = -8.530 eV

ORCA input file:
```
! RIJCOSX wB97M-V def2-TZVPD def2/J DEFGRID3
* xyz 0 1
C 0.48 0.39 0.50
C -0.94 0.02 0.85
C 0.62 0.60 -1.04
N -1.20 -1.10 0.01
S -0.71 -0.72 -1.66
Br 2.33 0.00 -1.74
H 1.01 1.27 0.96
H 1.08 -0.54 0.76
H -0.96 -0.36 1.88
H -1.66 0.84 0.68
H 0.69 1.56 -1.51
H -0.73 -1.96 0.31
*
```